This record from the Open Molecules 2025 dataset describes 13 unconnected molecules or ions with the total composition C5H36N2O12 at a distorted geometry. The level of theory is ωB97M-V with the def2-TZVPD basis set.

Each line ends with the Mulliken charge.
Atoms and positions in Å:
C: -1.03575 -2.59699 -1.11669  -1.079
C: -0.61817 -2.15913 0.30483  -0.085
C: -0.75075 -0.66565 0.66880  0.218
C: 0.04515 0.30784 -0.19804  0.972
N: 2.21633 1.95436 1.07119  -0.380
C: 0.85621 2.31814 0.88114  -0.360
N: -0.06911 1.64269 0.32420  -0.181
H: -1.19251 -3.65370 -1.14249  0.483
H: -1.78824 -1.91915 -1.55653  0.304
H: -0.35514 -2.36607 -2.01176  -0.090
H: -1.21438 -2.83464 0.97955  0.475
H: 0.47799 -2.37730 0.40008  -0.045
H: -0.48402 -0.56849 1.75197  -0.011
H: -1.83551 -0.54616 0.75764  -0.392
H: -0.19569 0.16960 -1.26762  -0.658
H: 1.08986 -0.15733 -0.16785  -0.260
H: 2.46349 0.99067 1.26277  0.187
H: 2.66423 2.55737 1.73275  0.256
H: 0.65022 3.26465 1.34438  0.436
H: -4.35086 1.25705 2.14200  0.322
H: -3.37027 1.09999 1.05496  0.414
O: -3.91912 0.55771 1.64631  -0.677
H: -1.44050 0.09110 -2.63117  0.353
H: -2.25039 0.39627 -3.95105  0.265
O: -1.45635 0.00030 -3.58551  -0.598
H: -2.00239 -0.87873 4.36034  0.364
H: -0.49687 -0.72055 4.18997  0.286
O: -1.23046 -0.37955 4.70755  -0.659
H: 2.21726 -2.58206 -2.97977  0.242
H: 2.93366 -1.23013 -2.56873  0.358
O: 2.36537 -1.94916 -2.26858  -0.603
H: -3.75616 -2.01368 2.75280  0.299
H: -3.14089 -0.90841 2.06530  0.489
O: -2.83957 -1.66425 2.64939  -0.621
H: -1.66366 2.25098 -0.27737  0.408
H: -2.56789 3.49809 -0.08545  0.278
O: -2.58087 2.53287 -0.07221  -0.713
H: 3.17895 -3.05703 0.06909  0.288
H: 3.32590 -1.77546 -0.87804  0.359
O: 3.65539 -2.20735 0.00607  -0.755
H: 2.96224 2.64800 -0.94909  0.366
H: 1.55743 2.80469 -1.54994  0.294
O: 2.47220 2.62065 -1.77663  -0.723
H: -2.96037 1.75862 3.48500  0.362
H: -2.40090 3.18948 2.94730  0.248
O: -3.11592 2.55731 2.98121  -0.639
H: 2.58108 1.01897 -2.55258  0.467
H: 3.04091 1.17500 -4.05753  0.263
O: 2.86407 0.52932 -3.36531  -0.672
H: 0.89232 -0.91743 -5.20891  0.297
H: 0.14639 -1.43254 -4.03241  0.360
O: 0.79714 -1.71463 -4.66822  -0.608
H: 3.07194 -1.71153 1.55938  0.340
H: 3.44364 -1.21778 2.83647  0.330
O: 2.60788 -1.44132 2.38485  -0.575

Output
gap between HOMO and LUMO = 10.2 eV
E_HOMO = -10.16 eV
energy = -33318.9296 eV
spin multiplicity = 1